14
Properties=species:S:1:pos:R:3:mulliken_charge:R:1 method="wB97M-V/def2-TZVPD" e_homo_ev=-9.99 charge=0 smiles="O=C1CCC1.O" e_above_lowest_ev=1.423 fmax_ev_per_a=0.61 e_lumo_ha=0.0288
O -1.05089 1.54345 0.09794 -0.6289
C -0.72953 0.38933 -0.05824 0.5577
C 0.57918 -0.30773 -0.41699 -0.6019
C 0.02954 -1.51343 0.37985 -0.6017
C -1.40469 -0.93314 0.26206 -0.5175
H 1.50600 0.17630 -0.10493 0.4933
H 0.60161 -0.49881 -1.49725 0.2197
H 0.38266 -1.47686 1.41422 0.2569
H 0.20596 -2.50674 -0.03387 0.2992
H -1.91823 -1.31228 -0.62756 0.2450
H -2.08445 -0.96346 1.11547 0.3176
O 1.72596 2.38447 0.05729 -0.6963
H 1.81874 2.39342 -0.90276 0.3149
H 0.76475 2.29462 0.17927 0.3418

84
Properties=species:S:1:pos:R:3:mulliken_charge:R:1 method="wB97M-V/def2-TZVPD" e_homo_ev="-0.89 / -1.13" charge=-1 e_above_lowest_ev=1.740 fmax_ev_per_a=3.02 e_lumo_ha="0.0981 / 0.0980"
Pd 12.25252 -14.77472 10.75245 -0.5432
C 13.97855 -18.15057 10.82458 -0.8359
C 12.69673 -18.43205 11.55837 -1.1478
As 11.81103 -16.73011 12.09780 1.5157
C 9.93686 -17.17418 12.58680 0.4170
C 9.44007 -16.68264 13.78620 -0.3582
C 8.08087 -16.80870 14.08459 -0.6720
C 7.13503 -17.21142 13.13898 -0.5969
C 7.65265 -17.67392 11.90899 -0.4358
C 9.00587 -17.74386 11.67535 -0.2279
C 12.56118 -16.45936 13.88034 0.3843
C 13.15047 -15.23528 14.22406 -0.5351
C 14.04118 -15.23993 15.26701 -0.6988
C 14.40728 -16.46267 15.88524 -0.5031
C 13.76534 -17.65648 15.61302 -0.8735
C 12.80000 -17.62642 14.60418 -0.3251
As 13.79733 -16.54298 9.63076 1.3251
C 15.61380 -15.84759 9.68265 0.1441
C 16.13495 -15.56221 10.95517 -0.3883
C 17.46842 -15.05068 11.04843 -0.9047
C 18.13124 -14.66822 9.91573 -0.4818
C 17.60280 -14.94010 8.67107 -0.6702
C 16.34826 -15.52125 8.50652 -0.4445
C 13.60920 -17.42256 7.87322 0.2345
C 14.60497 -18.25135 7.31768 -0.5541
C 14.30441 -19.11171 6.25589 -0.5611
C 12.96910 -19.21317 5.81980 -0.4714
C 12.03805 -18.30810 6.29430 -0.4654
C 12.30538 -17.40963 7.32800 -0.7696
H 14.29754 -19.03493 10.18685 0.4727
H 14.81697 -17.84104 11.49332 0.4184
H 12.91212 -19.04591 12.43917 0.6047
H 12.05584 -19.02289 10.90043 0.4644
H 10.03807 -16.25103 14.59030 0.2586
H 7.70797 -16.64294 15.07818 0.3503
H 6.04531 -17.20349 13.30161 0.3662
H 6.93937 -18.06852 11.17737 0.3305
H 9.41488 -18.32428 10.75331 0.1142
H 13.04167 -14.28082 13.70668 0.1798
H 14.56044 -14.31379 15.64123 0.2965
H 15.11404 -16.44659 16.69716 0.3568
H 14.05381 -18.57357 16.06839 0.4408
H 12.20872 -18.54997 14.44957 0.3589
H 15.56085 -15.57415 11.89170 0.2207
H 17.91477 -14.76055 12.02598 0.3065
H 19.14417 -14.24132 9.98019 0.3382
H 18.12310 -14.73459 7.74027 0.3469
H 15.90930 -15.63150 7.52918 0.4515
H 15.59288 -18.29649 7.71971 0.4044
H 15.10647 -19.70583 5.82864 0.3748
H 12.70502 -19.99961 5.09135 0.3133
H 11.07925 -18.30592 5.79780 0.3756
H 11.57515 -16.69873 7.66362 0.2981
C 11.71570 -12.36103 8.98147 -0.6455
C 12.22450 -10.98716 8.34933 -0.7268
N 13.29221 -10.37209 9.05308 -0.1785
C 14.53251 -11.26470 8.95144 -0.8643
C 14.11661 -12.71820 9.25751 -0.2962
N 12.75501 -12.77151 9.95129 0.9306
C 12.76482 -11.70465 11.06472 -0.1768
C 12.94428 -10.28184 10.47040 -0.9385
H 11.58707 -13.15797 8.20739 0.2192
H 10.76833 -12.13569 9.49841 0.3576
H 11.43577 -10.22309 8.36664 0.4063
H 12.53705 -11.10303 7.30177 0.2282
H 15.30966 -10.87531 9.64505 0.3193
H 14.95081 -11.11525 7.91358 0.2835
H 14.86169 -13.20293 9.83541 -0.1533
H 14.09706 -13.29173 8.34486 0.3919
H 13.51795 -11.94228 11.86458 0.2477
H 11.80921 -11.83379 11.57732 0.0740
H 13.82638 -9.78754 10.89513 0.3434
H 12.09098 -9.63470 10.70370 0.2995
Br 5.98942 -12.34898 11.57434 -0.2770
C 7.79066 -13.02379 11.51957 -0.3878
C 8.13240 -13.60709 10.29354 -0.5749
C 9.41683 -14.14688 10.12785 -1.0512
C 10.36105 -14.01310 11.09959 0.7204
C 10.01099 -13.44025 12.33954 0.5042
C 8.72589 -12.95798 12.56621 -0.4557
H 7.45584 -13.62999 9.45910 0.4530
H 9.58467 -14.56378 9.17900 0.3549
H 10.75431 -13.39800 13.14872 0.1756
H 8.42231 -12.54030 13.51561 0.4181

10
Properties=species:S:1:pos:R:3:mulliken_charge:R:1 method="wB97M-V/def2-TZVPD" e_homo_ev=-3.84 charge=-1 e_above_lowest_ev=1.269 fmax_ev_per_a=6.36 e_lumo_ha=0.1134
C 0.00097 0.49098 -0.33984 -0.1893
C -1.89811 0.49911 0.80927 0.0832
C -0.81809 0.01960 2.04405 0.2680
N -1.29512 0.75409 -0.31815 -0.5349
O -2.00368 -1.54967 3.84652 -0.6065
O -1.18210 0.65749 4.69861 -0.6438
S 0.62974 -0.04865 1.27490 -0.1690
S -1.89650 -0.10377 3.65033 0.5931
Br -3.65142 0.87993 1.11986 -0.1319
H 0.68891 0.17036 -1.16383 0.3310

Number 1: electronic energy -8371.859 eV. Number 2: electronic energy -238230.765 eV. Number 3: electronic energy -100423.958 eV.